No. 1
124
Properties=species:S:1:pos:R:3:lowdin_charge:R:1 method="wB97M-V/def2-TZVPD" charge=0 spin_multiplicity=1 gap_ha=0.177
Pb 0.7515 0.2736 0.2414 1.342
C 7.0051 -0.8172 -2.0422 -0.078
C 6.7490 -2.1128 -1.6124 -0.075
C 5.4539 -2.5192 -1.3009 -0.032
C 4.4295 -1.6049 -1.4417 -0.094
C 2.9385 -1.7027 -1.1461 -0.258
N 2.0552 -3.4187 0.5529 0.177
C 0.6878 -3.4325 0.3796 -0.253
C -0.0981 -4.5333 -0.1832 -0.090
C 0.2337 -5.7100 -0.8326 -0.016
C -0.7957 -6.4503 -1.3977 -0.074
C -2.1196 -6.0254 -1.3056 -0.067
C -2.4513 -4.8342 -0.6718 0.001
C -1.4292 -4.0939 -0.1096 -0.084
C -1.3672 -2.7147 0.4009 -0.268
N -2.3950 -1.9538 0.5407 0.231
C -2.4491 -0.5972 0.4087 -0.257
N -1.5569 0.1345 -0.3845 0.059
C -2.1171 1.2246 -0.8248 -0.245
N -1.4954 2.2080 -1.5326 0.165
C -0.2604 2.4219 -1.8762 -0.295
N 0.8291 1.6600 -1.6369 0.009
C 1.9234 2.1528 -2.2738 -0.280
N 3.1460 1.6771 -2.3171 0.198
C 3.4009 0.4281 -1.8229 -0.256
N 2.4987 -0.3361 -1.3165 -0.003
C 4.6894 -0.2954 -1.8736 -0.071
C 5.9764 0.1079 -2.1752 -0.005
C 1.5316 3.4069 -2.9509 -0.116
C 2.2780 4.3305 -3.6510 -0.009
C 1.6481 5.5027 -4.0549 -0.071
C 0.3069 5.7204 -3.7674 -0.068
C -0.4499 4.7700 -3.0881 -0.001
C 0.1704 3.6031 -2.6816 -0.085
C -3.5306 1.3689 -0.1799 -0.226
C -5.0136 1.3952 -0.7305 0.108
C -5.7240 1.8380 0.5473 -0.241
C -5.7175 0.6735 1.5037 -0.024
C -4.6476 -0.1240 1.5564 -0.007
C -3.5201 0.1981 0.7464 -0.093
N -0.0424 -2.3970 0.6696 0.134
H 8.0235 -0.5289 -2.2685 0.103
H 7.5655 -2.8161 -1.5089 0.103
H 5.2701 -3.5240 -0.9366 0.111
H 1.2608 -6.0426 -0.9308 0.110
H -0.5698 -7.3580 -1.9424 0.104
H -2.9003 -6.6277 -1.7524 0.104
H -3.4724 -4.4770 -0.6324 0.119
H 6.1761 1.1232 -2.4926 0.116
H 3.3238 4.1443 -3.8577 0.115
H 2.2100 6.2625 -4.5826 0.103
H -0.1568 6.6517 -4.0662 0.105
H -1.4867 4.9781 -2.8627 0.107
H -5.0761 2.5504 -1.3325 0.090
H -6.7548 2.1300 0.3487 0.139
H -6.6016 0.4884 2.0991 0.111
H -4.5993 -0.9955 2.1976 0.120
C -5.8147 3.4951 3.3929 -0.051
C -4.6528 3.0366 2.5622 -0.272
C -4.8533 3.0508 1.0767 -0.157
C -3.5773 2.8684 0.2260 -0.142
C -4.1561 3.3373 -1.2477 -0.057
N -3.7382 3.1629 -2.6316 -0.018
C -3.8121 1.8207 -3.2790 -0.214
C -2.7003 1.4902 -4.2940 -0.142
C -2.6405 -0.0358 -4.5658 -0.136
N -1.5451 -0.7406 -3.8800 0.079
C -0.8931 -1.7686 -4.3827 0.000
C 0.2203 -2.4351 -3.8259 -0.113
C 0.8381 -3.5067 -4.5229 -0.006
C 2.0141 -4.0480 -4.0987 -0.277
C 2.6987 -5.1748 -4.8275 -0.057
C 2.6631 -3.4716 -2.9699 0.026
C 2.1250 -2.4672 -2.2200 -0.038
C 2.6339 -2.1067 0.3484 -0.256
N 2.7231 -1.1843 1.1924 0.027
C 2.5757 -1.0352 2.6368 -0.189
C 1.2739 -1.2256 3.4790 -0.148
C -0.1466 -0.6132 3.2378 -0.264
N -0.3645 0.6680 2.5599 -0.209
C -1.4538 1.3126 2.9161 -0.193
C -2.3060 2.2732 2.2955 -0.148
C -3.4987 2.5916 3.0741 -0.031
C -2.2495 3.0569 1.0370 -0.281
O -1.3021 3.7267 0.6457 -0.020
C 0.7897 -1.9764 -2.5736 -0.281
O 0.1315 -1.1698 -1.8827 -0.107
H -6.0847 4.5236 3.1334 0.078
H -5.5731 3.4630 4.4548 0.076
H -6.6984 2.8720 3.2202 0.072
H -5.3602 3.9824 0.7962 0.142
H -4.5986 4.3321 -1.1581 0.132
H -2.8084 3.5173 -2.7377 0.054
H -4.7793 1.7608 -3.7852 0.121
H -3.8025 1.0151 -2.5555 0.070
H -1.7327 1.8094 -3.9154 0.088
H -2.8685 2.0234 -5.2316 0.111
H -2.5330 -0.2219 -5.6351 0.116
H -3.5888 -0.4813 -4.2483 0.126
H -1.2155 -0.4556 -2.9482 0.119
H -1.2444 -2.1120 -5.3536 0.139
H 0.3563 -3.8874 -5.4190 0.119
H 2.0795 -5.5491 -5.6416 0.074
H 2.9112 -6.0053 -4.1504 0.075
H 3.6507 -4.8394 -5.2451 0.081
H 3.6538 -3.8443 -2.7268 0.116
H 2.5045 -4.1633 0.0379 0.130
H 2.9204 -0.0174 2.8207 0.072
H 3.3048 -1.7090 3.0984 0.122
H 1.6056 -0.8838 4.4637 0.103
H 1.0852 -2.2983 3.5722 0.100
H -0.6207 -0.5904 4.2311 0.107
H -0.6912 -1.3638 2.6681 0.068
H -1.9333 0.9391 3.8358 0.114
H -3.4068 2.4852 4.1522 0.118
C 3.3895 2.7096 2.5639 -0.435
Te 1.3885 3.0258 1.7578 1.278
C 2.0656 4.6816 0.5464 -0.392
H 3.8116 3.6664 2.8640 -0.008
H 4.0498 2.2282 1.8437 -0.002
H 3.2983 2.0813 3.4490 -0.020
H 3.1043 4.9049 0.7778 -0.002
H 1.4410 5.5427 0.7709 -0.002
H 1.9711 4.4377 -0.5076 -0.026


No. 2
117
Properties=species:S:1:pos:R:3:lowdin_charge:R:1 method="wB97M-V/def2-TZVPD" de_lowest_kcal_mol=10.7 charge=-2 spin_multiplicity=1 gap_ha=0.141
Ag 0.0596 -1.3928 -0.5650 0.535
S -2.2321 0.1945 2.9909 0.592
C -2.3429 -1.1812 4.0038 -0.774
C -3.3294 -1.3247 4.9861 -0.155
C -3.3655 -2.4551 5.7751 -0.143
C -2.4243 -3.4622 5.6106 -0.142
C -1.4461 -3.3324 4.6324 -0.126
C -1.3838 -2.2045 3.8387 -0.428
As -0.1942 -1.9021 2.3136 1.225
C 0.9723 -3.4296 2.6614 -0.410
C 2.1262 -3.4032 3.4306 -0.108
C 2.8750 -4.5507 3.6308 -0.104
C 2.4767 -5.7490 3.0643 -0.119
C 1.3263 -5.7931 2.2936 -0.105
C 0.5883 -4.6420 2.0993 -0.146
C 0.9381 -0.4837 2.9897 -0.418
C 1.6507 0.2706 2.0664 -0.146
C 2.4752 1.3011 2.4754 -0.102
C 2.6022 1.5849 3.8261 -0.118
C 1.8837 0.8499 4.7551 -0.103
C 1.0586 -0.1789 4.3404 -0.119
H -4.0611 -0.5373 5.1120 0.080
H -4.1380 -2.5605 6.5312 0.082
H -2.4510 -4.3461 6.2393 0.078
H -0.7193 -4.1293 4.4986 0.089
H 2.4578 -2.4715 3.8752 0.093
H 3.7777 -4.5163 4.2319 0.091
H 3.0681 -6.6444 3.2171 0.086
H 1.0126 -6.7279 1.8425 0.091
H -0.3096 -4.6631 1.4867 0.092
H 1.5503 0.0125 1.0108 0.046
H 3.0171 1.8862 1.7421 0.096
H 3.2577 2.3784 4.1606 0.086
H 1.9686 1.0866 5.8076 0.089
H 0.4845 -0.7473 5.0657 0.105
C -0.7753 2.0601 -3.1891 -0.293
N -1.5002 2.9796 -2.3667 -0.217
C -2.7143 2.4205 -1.8266 -0.321
P -2.3953 1.1402 -0.4788 1.010
C -2.0188 2.3909 0.8005 -0.449
C -3.0125 3.1349 1.4267 -0.128
C -2.6765 4.0901 2.3649 -0.102
C -1.3490 4.3085 2.6911 -0.100
C -0.3559 3.5686 2.0721 -0.077
C -0.6883 2.6155 1.1285 -0.123
C -4.1373 0.6947 -0.0950 -0.386
C -5.2848 1.4117 -0.4229 -0.121
C -6.5387 0.9054 -0.1254 -0.113
C -6.6659 -0.3305 0.4848 -0.110
C -5.5320 -1.0715 0.7829 -0.082
C -4.2805 -0.5680 0.4810 -0.142
C -1.4876 4.3356 -2.6671 -0.250
C -1.2303 4.8065 -3.9576 -0.031
C -1.1966 6.1635 -4.2259 -0.106
C -1.4063 7.0841 -3.2111 -0.125
C -1.6599 6.6312 -1.9253 -0.095
C -1.7090 5.2767 -1.6503 -0.010
P -0.0027 0.6659 -2.0936 0.942
C 1.6421 1.4002 -1.9031 -0.390
C 2.7567 0.5686 -1.7884 -0.103
C 3.9998 1.1145 -1.5290 -0.080
C 4.1406 2.4819 -1.3537 -0.105
C 3.0292 3.3070 -1.4230 -0.102
C 1.7850 2.7683 -1.6880 -0.106
C 0.1501 -0.3975 -3.5729 -0.408
C -0.9463 -1.2147 -3.8504 -0.149
C -0.9767 -2.0045 -4.9788 -0.100
C 0.1234 -2.0232 -5.8332 -0.104
C 1.2164 -1.2223 -5.5612 -0.088
C 1.2301 -0.3909 -4.4531 -0.073
H 0.0420 2.5629 -3.7117 0.090
H -1.4317 1.5741 -3.9354 0.094
H -3.2897 1.9335 -2.6359 0.096
H -3.3163 3.2371 -1.4194 0.079
H -4.0519 2.9488 1.1978 0.092
H -3.4594 4.6564 2.8568 0.095
H -1.0956 5.0482 3.4392 0.092
H 0.6796 3.7217 2.3459 0.097
H 0.0874 2.0273 0.6573 0.074
H -5.2169 2.3799 -0.9005 0.088
H -7.4189 1.4863 -0.3778 0.090
H -7.6516 -0.7118 0.7227 0.090
H -5.6253 -2.0441 1.2480 0.102
H -3.3907 -1.1426 0.7112 0.064
H -1.0857 4.1026 -4.7643 0.102
H -1.0228 6.4991 -5.2420 0.095
H -1.3743 8.1451 -3.4234 0.088
H -1.8127 7.3423 -1.1229 0.098
H -1.8900 4.9356 -0.6408 0.104
H 2.6421 -0.5045 -1.8834 0.084
H 4.8602 0.4663 -1.4532 0.102
H 5.1157 2.9041 -1.1551 0.091
H 3.1336 4.3714 -1.2555 0.094
H 0.9190 3.4159 -1.7007 0.089
H -1.7851 -1.2231 -3.1605 0.096
H -1.8442 -2.6151 -5.1909 0.097
H 0.1226 -2.6723 -6.6979 0.091
H 2.0763 -1.2387 -6.2185 0.098
H 2.0829 0.2455 -4.2618 0.100
C 4.4113 -1.8372 0.7383 -0.075
C 4.1365 -2.6372 -0.5026 -0.258
C 5.1846 -3.1421 -1.2308 -0.132
C 4.9814 -3.8817 -2.3894 -0.182
C 3.6743 -4.1335 -2.7827 -0.134
C 2.5899 -3.6612 -2.0822 -0.259
C 1.2059 -4.0307 -2.5265 -0.100
C 2.7646 -2.8453 -0.9048 -0.456
N 1.8041 -2.3321 -0.1700 -0.136
H 5.3550 -2.1443 1.1957 0.062
H 3.5940 -1.9640 1.4441 0.039
H 4.4729 -0.7736 0.4971 0.047
H 6.2027 -2.9399 -0.9041 0.085
H 5.8144 -4.2624 -2.9683 0.056
H 3.5065 -4.7446 -3.6669 0.082
H 1.2286 -4.6522 -3.4227 0.057
H 0.6087 -3.1358 -2.7346 0.018
H 0.7038 -4.5714 -1.7202 0.058


No. 3
146
Properties=species:S:1:pos:R:3:lowdin_charge:R:1 method="wB97M-V/def2-TZVPD" de_lowest_kcal_mol=20.4 charge=0 smiles="O=[N+]([O-])c1ccccc1.O=[N+]([O-])c1ccccc1.O=[N+]([O-])c1ccccc1.O=[N+]([O-])c1ccccc1.O=[N+]([O-])c1ccccc1.O=[N+]([O-])c1ccccc1.O=[N+]([O-])c1ccccc1.O=C1CCCO1.O=C1CCCO1.O=C1CCCO1.O=C1CCCO1" spin_multiplicity=1 gap_ha=0.308
C 4.0539 -1.5712 3.9581 -0.079
C 3.8697 -0.2080 4.1969 -0.065
C 4.8864 0.5076 4.7797 -0.011
C 6.0594 -0.1302 5.1520 -0.153
C 6.2328 -1.4840 4.9698 0.000
C 5.1914 -2.2159 4.4252 -0.058
N 7.0543 0.6648 5.8681 -0.355
O 6.9288 1.8648 5.9492 0.081
O 7.9997 0.0506 6.3390 0.071
H 3.3361 -2.1229 3.3696 0.087
H 3.0141 0.2652 3.7311 0.106
H 4.8139 1.5832 4.8753 0.119
H 7.2057 -1.9377 5.0943 0.123
H 5.2397 -3.2653 4.1672 0.108
C 0.1386 -6.2702 -2.1199 -0.098
C -0.4465 -5.4687 -1.1416 -0.062
C -1.3621 -4.5116 -1.5759 0.006
C -1.4272 -4.2210 -2.9320 -0.127
C -0.5153 -4.7313 -3.8461 0.006
C 0.1480 -5.9009 -3.4588 -0.064
N -2.2452 -3.0368 -3.3210 -0.321
O -2.0628 -2.5892 -4.4287 0.091
O -3.0068 -2.5393 -2.5051 0.055
H 0.6243 -7.2178 -1.9093 0.115
H -0.1347 -5.6025 -0.1151 0.116
H -1.8659 -3.9271 -0.8253 0.096
H -0.6438 -4.5797 -4.9095 0.123
H 0.5415 -6.5525 -4.2267 0.113
C -0.9753 -1.9759 1.8817 -0.057
C 0.2754 -1.3948 1.6713 -0.055
C 0.5692 -0.6905 0.5222 0.005
C -0.4616 -0.5202 -0.3929 -0.137
C -1.7448 -0.9858 -0.2015 -0.002
C -1.9548 -1.7676 0.9341 -0.083
N -0.1947 0.3377 -1.5624 -0.328
O -0.9889 0.3894 -2.4706 0.077
O 0.9014 0.8725 -1.6124 0.059
H -1.1714 -2.4642 2.8282 0.114
H 1.0898 -1.5761 2.3648 0.090
H 1.5648 -0.2889 0.4190 0.109
H -2.5327 -0.7214 -0.8907 0.099
H -2.9311 -2.2079 1.1127 0.094
C -2.1608 0.2166 -5.6043 -0.090
C -3.1302 0.4963 -6.5541 -0.050
C -2.7219 0.6013 -7.8777 -0.007
C -1.3786 0.5096 -8.1859 -0.166
C -0.4054 0.2411 -7.2438 0.004
C -0.8166 0.0400 -5.9299 -0.061
N -1.0063 0.7203 -9.5769 -0.370
O -1.7706 0.3363 -10.4413 0.071
O 0.0548 1.2375 -9.8307 0.087
H -2.3568 -0.0495 -4.5723 0.077
H -4.1595 0.6292 -6.2554 0.109
H -3.5093 0.8724 -8.5683 0.121
H 0.5969 -0.0482 -7.5296 0.123
H -0.1571 -0.2781 -5.1363 0.100
C 4.7642 2.6174 1.1651 -0.067
C 4.3647 1.9677 -0.0090 -0.064
C 4.8966 2.3169 -1.2399 0.002
C 5.6905 3.4523 -1.3142 -0.160
C 6.0960 4.1074 -0.1726 -0.007
C 5.6357 3.6830 1.0707 -0.064
N 6.2295 3.8570 -2.6139 -0.349
O 7.2185 4.5644 -2.6279 0.085
O 5.6916 3.4214 -3.6087 0.088
H 4.1485 2.3452 2.0138 0.096
H 3.6403 1.1704 0.0585 0.091
H 4.2854 1.9896 -2.0753 0.124
H 6.8543 4.8757 -0.2341 0.122
H 5.7597 4.3617 1.9066 0.110
C -5.3201 2.0853 2.6816 -0.072
C -4.6763 0.8574 2.7449 -0.052
C -3.4027 0.7742 3.2772 0.009
C -2.7986 1.9073 3.8086 -0.141
C -3.5182 3.0880 3.8876 0.000
C -4.7551 3.2124 3.2707 -0.073
N -1.4766 1.8084 4.4084 -0.352
O -0.8626 0.7618 4.3204 0.072
O -1.0605 2.7905 4.9867 0.087
H -6.2939 2.1235 2.2065 0.113
H -5.1483 -0.0702 2.4491 0.091
H -2.7707 -0.0999 3.1793 0.102
H -3.0689 3.9817 4.2996 0.121
H -5.1801 4.1812 3.0467 0.106
C -3.3067 6.6003 -0.6126 -0.063
C -3.1721 6.3407 -1.9723 -0.060
C -3.1954 5.0292 -2.4265 -0.007
C -3.4998 3.9885 -1.5695 -0.152
C -3.7337 4.2767 -0.2408 -0.006
C -3.6332 5.5767 0.2583 -0.053
N -3.5154 2.6070 -2.0074 -0.348
O -3.5095 2.4105 -3.1996 0.094
O -3.4981 1.7188 -1.1819 0.069
H -3.2245 7.6341 -0.3002 0.109
H -2.9302 7.0852 -2.7161 0.111
H -3.1478 4.8709 -3.4973 0.124
H -4.1416 3.5213 0.4207 0.101
H -3.9220 5.5968 1.3003 0.097
O -7.2326 -4.6665 2.6150 0.134
C -6.9100 -4.0444 1.6474 -0.477
O -7.3910 -4.3547 0.4225 0.031
C -6.8646 -3.5272 -0.6023 -0.159
C -5.6280 -2.8608 0.0347 -0.161
C -5.9900 -2.8476 1.5199 -0.078
H -7.6036 -2.8378 -1.0167 0.125
H -6.5698 -4.1334 -1.4609 0.125
H -5.3965 -2.0030 -0.6002 0.116
H -4.7596 -3.5067 -0.1300 0.103
H -6.4561 -1.8847 1.7354 0.116
H -5.1275 -2.9563 2.1741 0.115
O 1.2863 -2.4223 4.8329 0.109
C 0.7195 -2.6378 5.8604 -0.493
O -0.2926 -3.5170 5.9388 0.016
C -0.7563 -3.6710 7.3029 -0.128
C 0.4552 -3.1723 8.1185 -0.151
C 1.0119 -2.0765 7.2338 -0.065
H -1.0319 -4.7101 7.4360 0.124
H -1.6097 -3.0005 7.4294 0.125
H 1.1254 -4.0391 8.1554 0.121
H 0.2409 -2.9865 9.1689 0.117
H 2.0825 -1.9076 7.3015 0.129
H 0.4517 -1.1458 7.3531 0.136
O 5.8931 -2.5175 -0.9983 0.132
C 4.7623 -2.8384 -1.1805 -0.505
O 3.8092 -2.0617 -1.7350 0.008
C 2.6317 -2.8570 -2.1045 -0.120
C 2.7059 -4.0866 -1.2006 -0.158
C 4.1769 -4.2129 -0.8958 -0.073
H 2.9441 -3.0815 -3.1350 0.133
H 1.7348 -2.2528 -2.1220 0.111
H 2.1293 -4.8558 -1.6927 0.082
H 2.2390 -3.7392 -0.2688 0.118
H 4.6547 -4.7699 -1.7248 0.139
H 4.4144 -4.8128 -0.0251 0.125
O 3.7645 6.4513 -3.3613 0.120
C 2.8116 5.8073 -3.0479 -0.500
O 2.0219 5.1955 -3.9481 0.016
C 0.8704 4.5447 -3.2942 -0.100
C 1.3861 4.3946 -1.8732 -0.177
C 2.3671 5.5169 -1.6034 -0.052
H 0.7134 3.5878 -3.7756 0.125
H 0.1240 5.3287 -3.4159 0.120
H 1.7764 3.3854 -1.7293 0.092
H 0.5211 4.4207 -1.1964 0.112
H 3.2642 5.2538 -1.0486 0.109
H 1.8657 6.3371 -1.0927 0.123